Computed, not measured: a structure of composition C31H31BCl7N6O3Ru, with ωB97M-V/def2-TZVPD.

```
80
Properties=species:S:1:pos:R:3:forces:R:3
Ru -0.105677 -0.211978 -0.141642 -1.2 1.2 1.3
C 0.258176 -0.399942 -3.699705 -0.2 0.2 -0.1
C -0.246545 1.039250 -3.782484 0.3 -0.1 0.3
C 0.928405 2.004466 -3.573672 -0.1 0.0 -0.1
C -1.348925 1.350853 -2.803040 0.0 -0.1 -0.3
C -2.392127 2.257859 -3.025958 0.1 -0.1 0.1
C -3.139060 2.251599 -1.867748 0.2 0.0 -0.2
N -2.580184 1.389768 -1.012070 -0.4 0.1 -0.1
N -1.498493 0.831874 -1.578769 1.2 -1.2 1.2
B -3.039270 1.134280 0.430630 0.4 0.0 -0.1
N -1.984466 1.715757 1.383316 -0.3 0.4 0.3
C -2.045826 2.842157 2.104091 0.1 -0.1 0.0
C -0.917258 2.914822 2.897211 0.1 -0.1 0.0
C -0.186376 1.760406 2.589782 0.1 0.1 0.1
N -0.857260 1.053926 1.683262 0.7 -0.6 -1.3
C 1.073042 1.244646 3.214011 0.0 0.1 0.0
C 0.758027 0.767736 4.636890 0.0 -0.1 -0.1
C 2.174078 2.305495 3.236188 -0.1 -0.1 -0.2
N -3.101551 -0.366303 0.714343 -0.3 0.0 -0.1
C -4.141938 -1.111827 1.109523 0.1 -0.2 0.1
C -3.672648 -2.358633 1.473197 0.0 0.0 0.0
C -2.287045 -2.303342 1.272460 0.1 -0.1 -0.1
N -1.982513 -1.091906 0.808752 1.6 -0.1 -1.3
C -1.225829 -3.335748 1.521380 0.1 0.0 0.1
C -0.089621 -2.724006 2.353021 -0.2 0.0 -0.1
C -1.795722 -4.581169 2.192570 0.0 0.1 -0.1
H 1.124636 -0.529094 -4.348619 0.0 0.0 0.0
H -0.509936 -1.106145 -4.008266 0.0 -0.1 0.1
H 0.563879 -0.629582 -2.676569 0.1 -0.1 -0.1
H -0.656833 1.210949 -4.781126 -0.1 0.0 0.1
H 1.426726 1.778538 -2.632355 0.0 0.0 0.0
H 0.589474 3.040611 -3.548039 0.0 0.0 0.0
H 1.654385 1.892496 -4.379801 0.0 0.0 0.0
H -2.557090 2.841325 -3.914091 0.0 0.0 0.0
H -4.028054 2.796107 -1.601347 0.0 0.0 0.1
H -4.102320 1.642813 0.607038 -0.1 0.1 0.0
H -2.883956 3.512072 2.015359 -0.1 0.0 0.0
H -0.657500 3.688475 3.597909 0.0 0.0 0.0
H 1.407651 0.389618 2.616236 0.0 0.0 0.0
H 0.447188 1.610901 5.255521 0.0 0.0 0.0
H 1.635190 0.310553 5.096104 0.0 0.0 0.0
H -0.051482 0.037241 4.628075 0.0 0.0 0.0
H 1.894090 3.137267 3.884376 0.0 0.0 0.0
H 2.357935 2.698493 2.236446 0.0 0.0 0.1
H 3.103080 1.874669 3.610758 0.0 0.0 0.1
H -5.142241 -0.715015 1.109248 0.0 0.1 0.0
H -4.251243 -3.191575 1.828977 0.0 0.0 0.0
H -0.809282 -3.636726 0.555495 0.0 0.1 0.0
H -0.473887 -2.335034 3.297685 0.0 0.0 0.0
H 0.379877 -1.902309 1.810243 0.1 0.0 0.1
H 0.676981 -3.470194 2.559396 0.0 0.0 0.0
H -2.269129 -4.336057 3.144774 0.0 0.0 0.0
H -0.994367 -5.295383 2.378127 0.0 0.0 0.0
H -2.534500 -5.060245 1.549311 0.0 0.0 0.0
Cl 0.724392 -6.974087 -4.014456 0.0 -0.1 0.0
C 0.750698 -5.544048 -3.062590 -0.1 0.0 0.0
C -0.387616 -4.755307 -2.944380 0.2 -0.1 0.0
Cl -1.836098 -5.226212 -3.741131 -0.1 0.0 -0.1
C -0.370459 -3.595719 -2.181588 0.6 0.5 0.5
Cl -1.783177 -2.623665 -2.114368 -0.2 0.2 0.3
C 0.790589 -3.172453 -1.458894 -0.3 -0.8 -0.7
O 0.904772 -2.139012 -0.681594 -1.6 1.7 0.0
C 1.928269 -4.009226 -1.620819 -0.2 0.3 0.1
Cl 3.358798 -3.529936 -0.800165 0.1 0.0 0.1
C 1.910833 -5.155659 -2.395893 -0.1 0.0 -0.1
Cl 3.327226 -6.115566 -2.541885 0.1 0.0 0.0
Cl 5.140593 5.574642 -0.513795 0.1 0.1 0.0
C 3.801199 4.480189 -0.431505 0.0 -0.2 0.0
C 2.495991 4.998226 -0.447007 -0.1 -0.1 0.0
C 1.426701 4.148889 -0.405778 0.0 -0.3 0.0
Cl -0.190694 4.745685 -0.457757 -0.1 0.2 0.0
C 1.577406 2.719379 -0.326174 0.5 0.2 0.0
O 0.549768 1.981987 -0.322524 -0.5 -0.7 -0.2
C 2.923820 2.246955 -0.269350 -0.6 0.0 -0.1
C 3.157295 0.845536 -0.094626 0.3 0.3 -0.1
O 2.313911 -0.034895 0.042313 -0.5 -0.5 0.2
C 4.010805 3.132690 -0.346422 0.1 0.1 0.0
H 2.337119 6.066297 -0.497620 0.0 0.0 0.0
H 4.224733 0.559724 -0.068381 -0.1 -0.1 0.0
H 5.020462 2.740778 -0.330013 0.0 0.0 0.0
```
Forces are in eV/Å.

Results
total charge: 0
ΔE to the lowest compared entry with this formula, charge and spin: 71.2 kcal/mol
lowest unoccupied orbital energy (alpha / beta): -2.05 / -1.67 eV
spin multiplicity: 2
<S²>: 0.768


Computed, not measured: a structure of composition C31H31BN8O9STl, with ωB97M-V/def2-TZVPD.

```
82
Properties=species:S:1:pos:R:3:forces:R:3
Tl 0.074892 -0.096800 -0.179221 0.4 -0.8 -0.3
O 0.394073 -4.297703 1.254205 -0.1 0.1 0.0
C 0.702469 -3.117019 1.122567 0.1 -0.1 0.1
O -0.122752 -2.183602 0.791017 -0.2 0.5 -0.2
C 2.143347 -2.720599 1.450773 -0.3 0.1 0.0
C 2.215484 -1.393491 2.221801 0.2 -0.3 0.2
C 3.600904 -1.270479 2.876344 0.0 0.1 -0.1
C 4.482656 -0.933003 1.646411 -0.2 0.0 0.0
C 3.443443 -0.967847 0.512231 0.4 -0.2 0.0
O 2.288455 -0.415510 1.174430 0.1 0.3 -0.1
C 3.025695 -2.412073 0.206730 -0.3 0.1 -0.3
C 2.324479 -2.548112 -1.183119 0.2 -0.1 -0.2
O 2.830054 -3.369260 -1.955430 0.0 0.1 0.0
O 1.338757 -1.785805 -1.445006 0.2 0.0 0.1
H 2.562731 -3.540587 2.030949 0.0 0.0 0.0
H 1.363723 -1.192320 2.860389 -0.1 0.1 0.0
H 3.899446 -2.193629 3.372247 0.0 0.0 0.0
H 3.612701 -0.461954 3.609400 0.0 0.0 0.0
H 5.296219 -1.639110 1.484367 0.0 0.0 0.0
H 4.902694 0.070439 1.730661 0.0 0.0 0.0
H 3.701197 -0.374973 -0.355135 -0.1 0.0 0.0
H 3.885558 -3.076872 0.160632 0.0 0.0 0.0
O -1.044068 -1.051328 3.066706 -0.2 -0.1 -0.4
S -2.283249 -1.186786 2.308587 0.4 1.1 1.3
O -3.408162 -0.670663 3.077525 -0.2 -0.1 -0.1
N -2.156207 -0.387629 0.911659 0.5 -0.6 0.0
C -3.322158 -0.108237 0.237448 -0.6 0.0 0.0
C -4.582875 -0.623760 0.536032 0.3 0.1 0.0
C -5.729235 -0.243482 -0.167608 -0.1 0.1 -0.1
C -5.680011 0.664164 -1.188429 -0.2 -0.1 0.0
C -4.432887 1.198374 -1.557930 0.3 0.0 0.1
C -4.288821 2.135059 -2.602257 0.1 0.0 0.0
C -3.052712 2.614859 -2.921726 -0.1 0.0 -0.1
C -1.941050 2.131888 -2.212696 0.1 -0.1 0.1
N -2.036243 1.256482 -1.241584 0.2 0.2 0.0
C -3.249707 0.801061 -0.871352 -0.5 -0.1 -0.1
C -2.687292 -2.907970 2.070316 0.2 0.3 -0.3
C -2.647598 -3.729904 3.179588 0.1 0.0 0.2
C -3.016295 -5.059758 3.050511 0.0 0.1 0.0
C -3.426020 -5.544519 1.819728 0.0 -0.1 -0.1
C -3.466871 -4.707800 0.712893 0.0 -0.1 0.0
C -3.098615 -3.380492 0.836474 0.3 0.0 -0.1
H -4.682914 -1.314268 1.356136 -0.2 0.0 -0.1
H -6.677885 -0.682069 0.117905 0.0 0.0 0.0
H -6.572711 0.969119 -1.720937 0.0 0.0 0.0
H -5.169689 2.460638 -3.143852 0.0 0.0 0.0
H -2.915747 3.332362 -3.719576 0.0 0.0 0.0
H -0.943925 2.465014 -2.461644 -0.1 0.0 0.0
H -2.311122 -3.329490 4.127684 0.0 0.0 0.0
H -2.972012 -5.721216 3.905997 0.0 0.0 0.0
H -3.688866 -6.589832 1.713083 0.0 0.0 0.0
H -3.752569 -5.097663 -0.255176 0.0 0.0 0.0
H -3.075279 -2.727936 -0.024380 0.0 -0.1 0.0
N 0.661376 3.191472 5.945507 -0.2 -0.2 0.1
C 0.118023 2.354514 5.015809 0.6 0.5 -1.0
N -0.853181 1.538755 5.400606 -0.6 -1.2 -0.6
N 0.585217 2.494463 3.797230 0.2 0.1 1.1
C 0.293210 1.906003 2.677597 0.3 0.4 -1.1
N 0.287671 1.654158 1.538666 -0.6 -0.2 1.1
H 0.554631 2.971993 6.918450 0.1 0.0 0.0
H 1.496056 3.675320 5.667375 0.0 0.0 -0.1
H -1.110693 1.472875 6.368671 -0.1 -0.1 -0.1
H -1.174024 0.797800 4.750906 0.2 0.6 0.5
N 2.934920 2.943173 0.497162 0.0 -0.1 -0.1
N 1.939406 3.849996 -0.000926 -0.1 0.0 0.2
H 2.579419 1.986423 0.536565 0.0 0.1 0.1
H 3.107526 3.216358 1.454865 0.1 0.0 0.0
H 1.027640 3.617814 0.387824 0.0 -0.1 -0.1
H 1.875950 3.709969 -0.998518 0.1 0.1 -0.1
O 1.038136 2.011237 -2.726311 -0.2 0.1 0.1
B 1.360679 1.038947 -1.774449 -0.5 -0.6 0.2
O 2.644156 0.591790 -2.007879 0.3 0.0 0.1
C 3.109870 1.244226 -3.109308 -0.2 0.4 -0.2
C 4.314093 1.112860 -3.764039 0.0 -0.1 0.1
C 4.499881 1.904254 -4.893069 0.0 0.0 -0.1
C 3.524556 2.794892 -5.327930 0.1 0.0 -0.1
C 2.312012 2.926054 -4.657025 -0.2 0.0 0.1
C 2.129315 2.125531 -3.551913 0.4 -0.2 0.0
H 5.065444 0.414731 -3.422106 0.0 0.0 0.0
H 5.416608 1.804858 -5.459679 0.0 0.0 0.0
H 3.704572 3.386906 -6.215825 0.0 0.0 0.0
H 1.541607 3.607102 -4.992845 0.0 0.0 0.0
```
Forces are in eV/Å.

Results
total charge: -1
ΔE to the lowest compared entry with this formula, charge and spin: 25.8 kcal/mol
lowest unoccupied orbital energy: 1.83 eV


Computed, not measured: a structure of composition C31H31Br4IN2O2PtSb, with ωB97M-V/def2-TZVPD.

```
73
Properties=species:S:1:pos:R:3:forces:R:3
Pt 0.150175 0.389385 0.122347 -0.4 0.3 1.1
I 2.298464 0.401577 1.810831 -0.1 0.2 -0.2
C 1.195769 1.687935 3.035644 0.2 -0.2 -0.1
C 1.775119 2.082390 4.202571 0.0 0.1 0.1
C 1.077042 2.964790 5.051093 0.1 0.0 0.0
C -0.160762 3.403549 4.691425 -0.1 0.0 -0.1
C -0.770307 2.984930 3.482198 0.1 0.0 -0.1
C -2.069117 3.435591 3.149809 0.0 0.1 0.1
C -2.669004 3.006084 2.009799 0.0 -0.1 -0.1
C -1.994222 2.114706 1.144421 -0.1 0.1 0.1
C -0.730293 1.657778 1.396218 0.2 -0.4 -0.2
C -0.087725 2.090417 2.605572 0.0 0.2 0.0
H 2.760666 1.730695 4.476593 0.0 0.0 0.0
H 1.533356 3.288094 5.977018 0.0 0.0 0.0
H -0.711341 4.081525 5.332131 0.0 0.0 0.0
H -2.570740 4.115312 3.827679 0.0 0.0 0.0
H -3.670494 3.330621 1.756165 0.0 0.0 0.0
H -2.526228 1.782907 0.269345 -0.1 0.0 0.0
Br 0.288298 -3.735165 -5.959824 0.0 0.0 0.0
C 0.757858 -2.705245 -4.482451 0.0 0.0 -0.1
C 2.023383 -1.923634 -4.542125 0.0 0.1 0.0
Br 3.102335 -2.071616 -6.050729 -0.1 -0.1 0.0
C 2.395344 -1.103744 -3.536863 0.1 0.0 -0.1
Br 3.940363 -0.052439 -3.569557 -0.1 0.0 0.1
C 1.561972 -0.985263 -2.351347 0.5 0.1 -0.4
O 1.814626 -0.227284 -1.437775 -0.2 -0.5 0.0
C 0.308970 -1.849607 -2.252750 0.4 -0.2 -0.7
O -0.317267 -1.788316 -1.238943 -0.6 -0.2 0.5
C -0.045832 -2.669357 -3.402110 -0.1 -0.3 -0.4
Br -1.645905 -3.625821 -3.282514 0.1 0.1 0.1
N -5.335932 2.267031 -2.738135 0.1 0.0 0.0
C -4.189316 2.257087 -2.677903 0.1 0.0 0.0
C -2.753144 2.254156 -2.583102 -0.1 0.0 -0.1
C -1.983643 3.259764 -3.160422 0.0 0.0 0.0
C -0.609759 3.193982 -3.032576 0.0 0.0 0.0
C -0.052746 2.160945 -2.299619 -0.1 0.0 -0.1
N -0.796668 1.203647 -1.718247 0.3 0.5 0.4
C -2.118910 1.240728 -1.883201 0.0 -0.3 -0.2
H -2.461059 4.068090 -3.697762 0.0 0.0 0.0
H 0.027999 3.941225 -3.482417 0.0 0.0 0.0
H 1.017620 2.082536 -2.170347 0.0 0.0 0.1
H -2.687501 0.425005 -1.453515 0.0 0.0 0.1
C -0.340500 -3.174725 4.563981 0.3 0.0 0.1
C 0.269565 -2.449676 3.366124 -0.5 -0.2 -0.2
C 1.338517 -3.289363 2.672787 0.1 0.1 0.1
Sb -1.172201 -1.826671 1.853021 0.2 0.8 -0.1
C -1.834359 -3.656467 0.860115 0.0 0.3 0.5
C -2.018213 -4.846625 1.798446 0.0 -0.1 -0.3
C -3.105531 -3.311689 0.088378 0.2 -0.1 -0.2
C -2.906367 -1.155214 3.011675 0.3 -0.5 -0.1
C -2.447609 -0.164032 4.072171 -0.2 0.0 0.0
C -3.723935 -2.293092 3.621030 -0.1 0.3 0.0
H 0.454997 -3.449274 5.266025 0.0 0.0 0.0
H -0.846978 -4.094321 4.271644 0.0 0.0 0.0
H -1.045470 -2.549111 5.107666 0.0 0.0 0.0
H 0.698772 -1.501296 3.696296 0.0 0.0 0.0
H 0.937916 -4.245883 2.331738 0.0 0.0 0.0
H 2.156649 -3.503203 3.367705 0.0 0.0 0.0
H 1.768551 -2.773302 1.810106 0.0 0.0 0.0
H -1.018593 -3.855928 0.162280 -0.1 0.0 0.0
H -2.781227 -4.660483 2.552584 0.0 0.0 0.0
H -1.092388 -5.120027 2.301988 0.0 0.0 0.0
H -2.340713 -5.718958 1.218432 0.0 0.0 0.0
H -3.942419 -3.111751 0.757049 0.0 0.0 0.0
H -3.390617 -4.149299 -0.556722 0.0 0.0 0.0
H -2.958065 -2.439781 -0.555516 0.0 0.0 0.0
H -3.506319 -0.637457 2.258765 0.0 0.0 0.0
H -1.881884 -0.656683 4.864884 0.0 0.0 0.0
H -3.318467 0.309266 4.536725 0.0 0.0 0.0
H -1.832070 0.623779 3.650707 0.1 0.1 0.0
H -3.145555 -2.863766 4.348124 0.0 0.0 0.0
H -4.107835 -2.977716 2.868377 0.0 0.0 0.0
H -4.589450 -1.875457 4.147440 0.0 0.0 0.0
```
Forces are in eV/Å.

Results
total charge: +1
ΔE to the lowest compared entry with this formula, charge and spin: 44.0 kcal/mol
lowest unoccupied orbital energy: -5.42 eV


Number 1: F_max 2.34 eV/Å, total energy -5095.2888 a.u., M 895.7 g mol⁻¹. Number 2: F_max 1.76 eV/Å, total energy -2910.7910 a.u., M 906.9 g mol⁻¹. Number 3: F_max 1.19 eV/Å, total energy -12412.8656 a.u., M 1227.0 g mol⁻¹.